# 1
ORCA calculation (the ωB97M-V functional and the def2-TZVPD basis) on a cluster of 6 separate species, C33H76BBrN6O12 in total.

The HOMO energy comes out at -9.14 eV.

XYZ file:
```
129
C33H76BBrN6O12 (the ωB97M-V functional and the def2-TZVPD basis)
C -3.747 3.288 -3.279
C -2.657 2.365 -2.486
C -1.175 2.958 -2.623
C 0.002 1.866 -2.457
C 1.284 2.667 -2.999
C 2.395 1.771 -3.713
O 3.508 1.643 -3.130
Br 2.221 0.872 -5.463
O -0.347 0.831 -3.413
C -0.406 -0.365 -2.637
O -0.099 -1.458 -3.135
O -0.797 0.009 -1.319
C 0.133 1.118 -1.022
C 1.597 0.695 -0.521
C 1.629 -0.479 0.570
C 1.299 -1.950 -0.033
O -0.038 -2.289 0.418
C -0.399 -3.599 -0.006
C -0.060 -4.193 -1.446
O -1.049 -4.290 0.829
B -0.519 1.910 0.277
N -0.256 3.336 0.605
O -1.363 1.105 1.151
H -4.601 3.531 -2.547
H -3.293 4.279 -3.612
H -4.231 2.724 -4.154
H -2.797 1.312 -2.892
H -2.979 2.398 -1.389
H -1.101 3.821 -1.858
H -1.129 3.482 -3.653
H 1.778 3.163 -2.095
H 1.013 3.506 -3.725
H 2.194 0.305 -1.432
H 2.144 1.617 -0.114
H 1.008 -0.290 1.505
H 2.727 -0.551 0.929
H 1.436 -1.932 -1.164
H 2.060 -2.681 0.421
H -0.796 -3.750 -2.195
H -0.230 -5.342 -1.441
H 1.032 -4.033 -1.745
H 0.777 3.457 0.543
H -0.444 3.440 1.623
H -2.301 1.169 0.875
C -0.091 -8.440 0.050
C -1.068 -8.860 -1.044
C -1.078 -10.380 -1.310
O 0.032 -10.848 -2.069
C 1.205 -11.090 -1.310
N -0.771 -8.101 -2.265
H 0.947 -8.458 -0.285
H -0.303 -7.417 0.376
H -0.179 -9.090 0.925
H -2.072 -8.582 -0.703
H -1.963 -10.610 -1.912
H -1.180 -10.951 -0.379
H 0.978 -11.466 -0.308
H 1.806 -10.181 -1.248
H 1.799 -11.841 -1.835
H -1.478 -8.319 -2.965
H 0.086 -8.488 -2.662
C -6.737 8.560 -0.820
C -6.186 7.304 -0.151
C -4.646 7.271 -0.078
O -4.008 6.939 -1.308
C -3.843 8.031 -2.197
N -6.719 6.123 -0.842
H -6.617 8.544 -1.905
H -7.808 8.658 -0.620
H -6.244 9.457 -0.435
H -6.561 7.297 0.879
H -4.360 6.480 0.623
H -4.242 8.206 0.330
H -3.648 8.968 -1.668
H -4.721 8.131 -2.838
H -2.989 7.814 -2.842
H -6.420 5.289 -0.340
H -6.234 6.051 -1.737
C 5.821 -13.954 2.123
C 4.312 -13.749 2.036
C 3.864 -13.008 0.759
O 4.092 -11.601 0.789
C 5.409 -11.213 0.434
N 3.855 -13.058 3.249
H 6.354 -13.038 2.384
H 6.060 -14.692 2.894
H 6.221 -14.325 1.175
H 3.852 -14.743 2.015
H 2.780 -13.127 0.664
H 4.304 -13.455 -0.141
H 5.837 -11.862 -0.335
H 6.048 -11.197 1.319
H 5.366 -10.194 0.042
H 2.838 -13.000 3.228
H 4.151 -12.084 3.173
C -5.092 10.495 5.472
C -6.067 10.077 4.376
C -6.064 8.560 4.095
O -4.952 8.109 3.328
C -3.774 7.870 4.082
N -5.780 10.851 3.162
H -4.054 10.490 5.134
H -5.312 11.512 5.809
H -5.172 9.835 6.341
H -7.073 10.342 4.722
H -6.948 8.329 3.492
H -6.159 7.979 5.020
H -3.996 7.482 5.080
H -3.180 8.784 4.152
H -3.176 7.130 3.547
H -6.487 10.634 2.461
H -4.920 10.476 2.760
C 7.516 2.741 -0.430
C 7.283 3.719 0.719
C 5.791 3.968 1.021
O 5.144 4.840 0.099
C 4.695 4.210 -1.090
N 7.991 4.972 0.429
H 7.321 3.188 -1.406
H 8.556 2.404 -0.436
H 6.881 1.857 -0.326
H 7.727 3.273 1.616
H 5.724 4.469 1.993
H 5.237 3.026 1.119
H 4.355 3.186 -0.912
H 5.486 4.223 -1.843
H 3.857 4.790 -1.484
H 7.907 5.588 1.235
H 7.466 5.456 -0.299
```

***

# 2
ORCA calculation (the ωB97M-V functional and the def2-TZVPD basis) on a structure of composition C33H76N4O17.

The relative energy (zero: lowest compared OMol25 entry of this formula, charge and spin) comes out at 34.8870 eV. The HOMO energy comes out at -7.79 eV.

XYZ file:
```
130
C33H76N4O17 (the ωB97M-V functional and the def2-TZVPD basis)
C 48.482 22.435 -0.750
C 48.474 23.942 -0.294
O 48.482 24.817 -1.080
N 48.325 24.246 1.208
H 48.668 23.467 1.739
H 48.911 25.130 1.232
C 47.031 24.434 1.684
H 49.070 22.358 -1.578
H 47.345 22.183 -0.967
H 48.747 21.768 0.035
H 46.955 25.202 2.746
H 46.983 23.496 2.183
H 46.352 24.976 1.190
C 52.554 19.492 0.182
C 51.044 19.416 0.459
O 50.280 18.542 0.056
N 50.584 20.494 1.494
H 51.217 21.305 1.447
H 49.658 20.716 1.318
C 50.537 20.030 2.872
H 52.541 18.682 -0.371
H 53.105 19.131 1.008
H 52.694 20.576 -0.100
H 50.043 19.280 3.151
H 50.073 20.722 3.600
H 51.538 20.014 3.071
N 47.090 20.743 1.539
O 47.983 21.503 1.057
O 45.959 20.891 1.160
O 47.435 19.776 2.341
N 51.512 23.660 0.696
O 52.493 23.078 1.257
O 50.947 23.277 -0.265
O 51.034 24.767 1.281
C 52.324 15.973 -0.228
C 52.697 14.493 -0.032
C 53.996 14.048 -0.645
O 52.624 14.164 1.386
H 53.352 16.453 0.280
H 51.312 16.384 -0.188
H 52.410 16.277 -1.208
H 52.201 13.925 -0.643
H 53.858 13.960 -1.677
H 54.141 13.254 -0.183
H 54.954 14.450 -0.225
H 52.287 13.328 1.478
C 55.000 22.557 -1.927
C 53.995 23.242 -0.923
C 52.876 23.944 -1.734
O 53.348 22.263 -0.159
H 54.728 21.940 -2.571
H 55.790 21.884 -1.517
H 55.471 23.250 -2.511
H 54.427 24.233 -0.347
H 53.242 24.512 -2.714
H 52.134 24.601 -1.187
H 52.472 22.935 -2.109
H 52.762 22.615 0.426
C 46.776 21.292 7.065
C 46.625 20.597 5.774
C 45.198 20.851 5.189
O 47.493 21.134 4.762
H 46.163 20.823 7.878
H 46.565 22.352 7.113
H 47.875 21.461 7.433
H 46.818 19.456 5.779
H 45.049 21.902 5.455
H 44.535 19.961 5.489
H 45.209 20.710 4.190
H 47.593 20.779 3.797
C 52.734 19.176 -1.982
C 51.410 19.876 -2.151
C 50.226 18.991 -2.417
O 51.273 20.697 -0.991
H 53.086 18.789 -2.890
H 52.888 18.394 -1.404
H 53.495 19.785 -1.616
H 51.478 20.437 -2.988
H 49.980 18.306 -1.727
H 50.235 18.438 -3.273
H 49.563 19.520 -2.783
H 52.071 21.143 -1.013
C 53.402 21.716 4.901
C 52.601 21.066 5.960
C 51.283 21.826 6.199
O 52.196 19.759 5.498
H 52.836 21.742 4.056
H 54.360 21.160 4.815
H 53.702 22.714 5.011
H 53.125 20.955 6.848
H 50.657 21.822 5.331
H 51.604 22.811 6.496
H 50.802 21.604 7.068
H 51.985 19.122 6.290
C 53.409 16.796 3.493
C 52.859 15.806 2.603
C 51.261 15.791 2.438
O 53.358 16.065 1.353
H 53.193 16.628 4.470
H 53.074 17.928 3.380
H 54.457 16.910 3.624
H 53.062 14.775 2.823
H 50.611 15.662 3.354
H 51.183 15.086 1.696
H 50.722 16.594 1.942
H 52.763 15.541 0.903
C 48.702 14.093 0.717
C 47.981 15.474 0.814
C 47.887 16.289 -0.577
O 46.736 15.077 1.247
H 48.287 13.409 -0.124
H 48.669 13.817 1.817
H 49.956 14.318 0.446
H 48.407 16.182 1.442
H 47.087 16.797 -0.281
H 47.707 15.614 -1.465
H 48.628 17.047 -0.819
H 46.347 15.631 1.852
C 54.441 20.434 -0.152
C 54.564 20.460 1.391
C 54.524 19.139 2.153
O 54.591 19.193 3.497
C 54.424 17.868 1.401
C 54.415 17.893 -0.082
C 54.637 19.078 -0.833
O 54.853 19.211 -2.004
H 54.262 21.489 -0.605
H 54.601 21.414 1.903
H 54.198 16.980 1.871
H 54.554 16.839 -0.667
```

***

# 3
ORCA calculation (the ωB97M-V functional and the def2-TZVPD basis) on a cluster of 5 separate species, C33H76N4O7 in total.

The spin multiplicity is 2. The expectation value of S² is 0.754. The HOMO energy (spin up / spin down) comes out at -9.95 / -9.95 eV. Its charge is +1.

XYZ file:
```
120
C33H76N4O7 (the ωB97M-V functional and the def2-TZVPD basis)
C 41.434 -4.987 -8.099
C 42.589 -5.727 -8.674
C 43.441 -6.490 -7.658
O 42.003 -6.573 -9.661
H 40.717 -4.608 -8.828
H 41.582 -4.110 -7.468
H 40.786 -5.612 -7.485
H 43.368 -5.179 -9.205
H 44.056 -7.113 -8.307
H 42.963 -7.271 -7.067
H 44.047 -5.759 -7.123
H 41.567 -5.974 -10.271
C 38.671 -5.981 -11.317
O 37.729 -5.789 -10.217
C 36.437 -6.303 -10.319
C 35.339 -5.946 -9.255
N 33.974 -6.117 -9.701
C 32.910 -5.522 -8.878
C 31.585 -5.354 -9.700
O 30.827 -6.539 -9.694
C 29.695 -6.559 -10.614
H 39.689 -5.601 -11.236
H 38.412 -5.586 -12.299
H 38.941 -7.009 -11.559
H 36.573 -7.381 -10.240
H 36.010 -6.171 -11.313
H 35.308 -4.873 -9.068
H 35.508 -6.451 -8.304
H 33.775 -6.955 -10.227
H 33.012 -4.453 -8.690
H 32.882 -6.031 -7.914
H 31.750 -5.119 -10.752
H 30.946 -4.539 -9.359
H 29.811 -6.917 -11.637
H 29.436 -5.512 -10.772
H 28.767 -6.796 -10.092
C 39.763 0.272 -2.291
O 39.772 -0.970 -3.144
C 38.947 -0.862 -4.380
C 38.997 -2.264 -5.160
N 37.722 -2.517 -5.925
C 37.682 -1.957 -7.196
C 38.274 -2.776 -8.380
O 38.071 -2.008 -9.571
C 38.098 -2.804 -10.688
H 38.787 0.749 -2.202
H 40.493 1.014 -2.616
H 39.960 -0.051 -1.268
H 39.416 -0.097 -4.999
H 37.942 -0.558 -4.087
H 39.150 -3.009 -4.380
H 39.916 -2.376 -5.735
H 37.755 -3.497 -6.165
H 38.186 -0.991 -7.229
H 36.671 -1.693 -7.508
H 37.819 -3.765 -8.326
H 39.335 -2.998 -8.273
H 37.254 -3.459 -10.908
H 39.008 -3.402 -10.724
H 38.116 -2.242 -11.622
C 31.997 2.621 -10.850
C 32.990 1.452 -11.121
C 34.416 1.991 -10.706
C 35.548 0.957 -10.602
C 34.922 -0.101 -9.622
C 33.505 -0.740 -9.897
N 32.545 0.387 -10.186
O 31.212 -0.078 -10.442
C 33.610 -1.759 -10.992
C 33.169 -1.427 -8.594
C 32.784 1.147 -12.624
H 32.035 2.926 -9.804
H 30.932 2.471 -11.025
H 32.189 3.496 -11.472
H 34.728 2.731 -11.443
H 34.246 2.459 -9.736
H 36.525 1.298 -10.261
H 35.679 0.470 -11.568
H 35.085 0.216 -8.591
H 35.682 -0.858 -9.818
H 32.744 -1.940 -11.630
H 34.179 -1.452 -11.869
H 34.095 -2.708 -10.763
H 34.040 -2.038 -8.357
H 33.015 -0.679 -7.815
H 32.416 -2.201 -8.743
H 32.952 1.961 -13.329
H 31.764 0.801 -12.791
H 33.382 0.313 -12.991
H 30.662 0.249 -9.726
C 42.946 1.495 -7.168
C 42.208 0.717 -8.253
C 40.774 1.304 -8.172
C 39.804 0.764 -9.237
C 40.260 1.380 -10.529
C 41.781 1.034 -10.768
N 42.686 1.243 -9.592
O 44.012 0.924 -9.798
C 41.885 -0.429 -11.308
C 42.096 2.010 -11.866
C 42.212 -0.784 -8.047
H 44.013 1.275 -7.177
H 42.496 1.230 -6.211
H 42.960 2.561 -7.393
H 40.279 1.049 -7.235
H 40.826 2.381 -8.334
H 38.752 1.044 -9.179
H 39.888 -0.317 -9.127
H 40.088 2.455 -10.573
H 39.708 0.903 -11.338
H 41.031 -0.926 -11.768
H 42.676 -0.646 -12.026
H 42.234 -1.129 -10.549
H 41.585 1.839 -12.813
H 42.038 3.041 -11.518
H 43.140 2.047 -12.177
H 41.444 -1.326 -8.597
H 42.061 -1.022 -6.994
H 43.159 -1.213 -8.375
H 44.380 1.808 -9.873
```